1.
Molecular formula: C14H34BN2O7S2
Method: DFT, ωB97M-V/def2-TZVPD

M = 417.38 g/mol
Lowest unoccupied orbital energy = -6.0332 eV
F_max = 0.1402 hartree/bohr
HOMO-LUMO gap = 0.1650 Ha
Total charge = +1

Cartesian coordinates (Å):
H (-2.33, -0.90, 0.03)
O (1.24, -3.63, 1.06)
C (2.58, -2.68, 2.92)
H (-7.44, 1.67, 1.43)
H (-0.61, -2.96, 0.58)
H (-7.38, -0.49, -1.67)
H (-4.47, -3.18, 1.56)
H (5.92, 5.96, -0.52)
H (-4.53, 1.25, 0.23)
C (0.78, -1.79, -0.54)
H (3.08, -2.67, 0.79)
H (0.29, -1.84, 1.59)
C (-3.70, 0.75, -0.27)
S (4.12, 3.48, -5.67)
O (-4.07, 0.29, -1.58)
N (6.22, 5.64, -1.47)
S (5.92, 2.79, -2.03)
H (-2.60, 0.11, 1.48)
B (5.22, 4.53, -1.87)
C (5.48, 1.95, -0.40)
C (4.92, 2.77, -4.30)
N (5.14, 1.85, -3.27)
H (0.66, -1.54, 4.27)
H (-2.89, -2.58, 2.10)
C (-3.08, -0.34, 0.61)
H (1.16, 0.13, 3.92)
O (2.17, -1.31, 2.87)
C (-6.54, 0.14, -1.35)
H (-2.93, 1.51, -0.44)
H (3.64, -0.28, -1.19)
C (0.39, -2.52, 0.74)
H (3.28, 4.26, -2.55)
H (-6.57, 1.09, -1.90)
H (1.93, -3.26, 3.58)
H (3.10, -4.25, 1.56)
H (5.77, 2.56, 0.56)
C (-7.44, 1.52, 0.35)
H (0.98, -2.52, -1.33)
H (-5.08, -1.45, -1.01)
O (-6.69, 0.35, 0.05)
C (-5.22, -0.58, -1.64)
H (-0.03, -1.14, -0.86)
H (-8.47, 1.41, 0.00)
O (1.93, -0.97, -0.31)
H (3.04, -1.81, -1.85)
O (-4.09, -1.23, 1.10)
C (2.56, -3.29, 1.52)
H (-5.25, -0.93, -2.67)
C (1.52, -0.90, 4.06)
H (3.61, -2.70, 3.32)
C (-3.62, -2.55, 1.29)
H (2.22, -0.91, 4.90)
H (-3.18, -2.94, 0.37)
H (6.02, 0.90, -0.42)
O (3.82, 4.94, -2.06)
H (7.20, 5.24, -1.40)
C (2.74, -0.83, -1.47)
H (-6.98, 2.40, -0.12)
H (2.21, -0.26, -2.24)
H (4.30, 1.76, -0.44)

---

2.
Molecular formula: C5H7NO2
Method: DFT, ωB97M-V/def2-TZVPD

M = 113.12 g/mol
Lowest unoccupied orbital energy = 0.8276 eV
F_max = 0.0233 hartree/bohr
HOMO-LUMO gap = 0.3820 Ha
Energy above the lowest of the compared OMol25 structures with the same formula, charge and spin = 295.9 kJ/mol

Cartesian coordinates (Å):
H (0.23, -1.92, 1.26)
C (-0.24, 1.19, 0.21)
H (1.28, -0.19, -1.50)
H (1.74, 1.80, 0.18)
N (1.17, 1.02, -0.14)
O (-1.47, -0.70, 0.78)
H (-0.90, -1.84, -1.13)
H (0.95, 0.57, 2.03)
C (0.62, 0.30, 1.03)
O (0.76, -0.96, -1.77)
H (-0.60, 2.17, 0.56)
C (-0.04, -1.05, 0.68)
C (-0.26, -1.02, -0.86)
C (-1.16, 0.16, -0.39)
H (-2.06, 0.47, -0.93)

---

3.
Molecular formula: C2H6N4
Method: DFT, ωB97M-V/def2-TZVPD

M = 86.10 g/mol
Lowest unoccupied orbital energy = 0.9391 eV
F_max = 0.0942 hartree/bohr
SMILES = [H]/N=C(/N)NN=C
HOMO-LUMO gap = 0.3698 Ha
Energy above the lowest of the compared OMol25 structures with the same formula, charge and spin = 215.8 kJ/mol

Cartesian coordinates (Å):
N (1.47, -0.07, -0.56)
C (2.12, -0.05, 0.55)
N (-0.78, 1.42, -0.03)
C (-0.89, 0.15, -0.08)
H (1.69, -0.47, 1.42)
N (-1.95, -0.50, 0.36)
N (0.21, -0.76, -0.27)
H (0.06, -1.42, -1.04)
H (3.07, 0.45, 0.57)
H (-2.13, -1.48, 0.15)
H (0.13, 1.72, -0.42)
H (-2.83, -0.10, 0.09)

---

4.
Molecular formula: C6H10
Method: DFT, ωB97M-V/def2-TZVPD

M = 82.15 g/mol
Lowest unoccupied orbital energy = 0.9619 eV
F_max = 0.0067 hartree/bohr
SMILES = C=C/C=C\CC
HOMO-LUMO gap = 0.3494 Ha
Energy above the lowest of the compared OMol25 structures with the same formula, charge and spin = 125.8 kJ/mol

Cartesian coordinates (Å):
H (2.16, 0.77, 0.49)
C (0.38, 1.23, 1.70)
C (1.11, 0.47, 0.57)
H (0.55, -2.16, -0.33)
C (0.32, 0.87, -0.64)
H (1.10, -0.61, 0.77)
C (-0.72, 0.26, -1.21)
H (-2.11, -1.33, -1.64)
H (-1.36, 0.90, -1.82)
H (-0.33, 0.56, 2.19)
H (-0.84, -3.22, -0.93)
H (1.06, 1.67, 2.43)
H (0.48, 1.92, -0.88)
C (-0.43, -2.22, -0.79)
H (-0.23, 2.04, 1.28)
C (-1.13, -1.15, -1.18)

---

5.
Molecular formula: C35H33ClN4PdSi2
Method: DFT, ωB97M-V/def2-TZVPD

M = 707.72 g/mol
2S+1 = 3
Lowest unoccupied orbital energy (spin up / spin down) = 0.2479 / -0.9165 eV
F_max = 0.1601 hartree/bohr
HOMO-LUMO gap (spin up / spin down) = 0.2022 / 0.1522 Ha
⟨S²⟩ = 2.0308

Cartesian coordinates (Å):
C (-0.56, -4.96, -0.11)
C (2.65, -3.53, -1.17)
H (3.94, -3.85, 0.67)
H (-0.07, -0.23, -1.60)
H (3.98, -1.15, 0.81)
N (0.03, -6.25, 1.98)
H (2.69, 6.64, 3.11)
H (2.45, 4.52, 4.38)
H (2.89, 3.10, -1.25)
H (-1.83, -6.69, -0.32)
C (-3.87, -0.31, -2.39)
N (-1.54, -5.77, -0.64)
C (1.84, 4.71, 3.49)
C (-2.09, -0.28, -0.75)
C (0.18, -5.21, 1.10)
H (4.35, 2.52, 0.66)
H (1.18, 0.38, 2.52)
C (-1.36, 2.95, -0.51)
C (-3.71, 3.44, -0.62)
H (-4.12, -0.72, -0.29)
H (-3.56, -0.22, 1.66)
H (-2.23, 4.04, -3.57)
Si (-2.20, 0.18, 1.23)
H (-0.58, -7.05, 1.88)
C (0.95, -6.06, 3.00)
C (-2.94, -0.14, -3.44)
H (-0.05, 0.24, 0.59)
C (3.37, 2.10, 0.60)
Cl (-1.12, -1.27, 2.39)
H (3.55, 1.19, 2.57)
C (1.10, 6.23, 1.73)
N (1.07, -4.32, 1.59)
H (-1.36, -3.22, -2.67)
H (-0.22, 3.36, -2.29)
C (-1.20, 3.36, -1.83)
H (1.07, 7.25, 1.32)
C (0.99, 3.73, 2.97)
H (2.42, -4.55, -1.47)
H (-2.74, 2.68, 1.12)
C (-1.15, -0.23, -1.80)
C (3.49, -1.75, 0.04)
C (1.31, 1.67, -0.69)
Pd (1.59, -2.45, 0.22)
Si (0.02, 2.39, 0.62)
H (2.37, -4.42, 3.33)
H (2.53, -0.19, -1.26)
H (-0.82, -0.17, -3.94)
C (-1.57, -0.19, -3.13)
H (-3.28, 0.02, -4.46)
C (-2.33, 3.76, -2.54)
C (3.48, -3.18, -0.06)
H (-2.73, -5.55, -2.47)
H (-4.69, 3.46, -0.15)
C (1.59, -4.88, 2.73)
N (-0.44, -3.82, -0.80)
C (0.88, 0.81, 0.47)
H (-4.44, 4.13, -2.50)
C (-3.57, 3.82, -1.94)
C (2.16, -2.36, -1.77)
H (0.99, 1.56, -1.75)
H (-4.94, -0.31, -2.58)
C (1.94, 5.93, 2.81)
C (-1.97, -5.15, -1.81)
H (1.56, -2.27, -2.67)
C (2.94, 1.34, 1.68)
C (0.30, 5.21, 1.19)
C (-1.26, -3.97, -1.89)
C (-3.42, -0.47, -1.09)
H (0.76, 2.85, 3.56)
H (-0.47, 5.47, 0.44)
C (0.47, 3.88, 1.66)
C (-2.61, 3.02, 0.09)
H (1.04, -6.73, 3.84)
C (2.67, -1.24, -1.03)
C (2.58, 2.36, -0.50)
C (1.68, 0.83, 1.67)

---

6.
Molecular formula: C22H29MnN4O4S3
Method: DFT, ωB97M-V/def2-TZVPD

M = 564.64 g/mol
2S+1 = 2
Lowest unoccupied orbital energy (spin up / spin down) = -3.8641 / -3.7675 eV
F_max = 0.0554 hartree/bohr
HOMO-LUMO gap (spin up / spin down) = 0.2334 / 0.2378 Ha
Energy above the lowest of the compared OMol25 structures with the same formula, charge and spin = 65.9 kJ/mol
Total charge = +1
⟨S²⟩ = 0.8641

Cartesian coordinates (Å):
N (-1.34, 1.43, 0.03)
C (2.56, 2.53, -2.17)
C (-3.54, -1.41, 0.24)
H (-4.30, -4.70, 0.45)
H (1.28, -1.33, 4.95)
S (0.92, -1.62, -2.72)
C (-4.47, -3.64, 0.39)
H (5.99, 1.68, -0.62)
H (2.56, -3.08, 4.24)
H (1.23, -4.06, 1.22)
H (5.86, 3.07, -2.65)
H (2.55, -1.21, -4.40)
C (5.03, 1.91, -1.05)
O (-2.14, -3.39, 0.35)
H (0.92, -2.46, 0.53)
C (1.68, -3.40, 3.68)
O (0.86, -0.41, 1.85)
H (-2.31, 5.40, -1.06)
C (3.87, 1.44, -0.46)
C (-5.94, -1.73, 0.28)
C (-4.85, -0.90, 0.22)
H (-4.97, 0.17, 0.15)
H (-0.23, -0.64, 4.35)
C (2.63, 1.73, -1.03)
Mn (0.25, 0.23, 0.05)
C (-1.02, 5.24, 0.67)
N (-2.58, 0.79, 0.02)
C (-2.38, 5.17, 0.00)
C (3.73, 3.01, -2.75)
C (-2.41, -0.48, 0.17)
H (2.58, -2.96, 0.90)
H (-1.48, -2.67, 0.31)
H (0.13, 0.58, -3.16)
H (1.59, 2.78, -2.58)
C (-1.45, 2.72, 0.12)
H (-1.16, -0.65, -3.26)
O (0.84, -1.30, -1.25)
H (1.25, 0.29, 4.23)
C (1.54, -3.01, 1.23)
H (2.66, -0.02, -3.07)
H (-6.94, -1.32, 0.26)
C (2.51, -1.06, -3.32)
C (0.85, -0.71, 4.18)
H (3.27, -1.68, -2.84)
H (1.89, -4.38, 3.26)
S (-3.01, 3.48, 0.21)
C (4.96, 2.69, -2.20)
H (-3.09, 5.85, 0.47)
H (-0.47, 6.13, 0.38)
N (1.48, 1.23, -0.45)
C (-5.75, -3.11, 0.36)
N (1.39, -2.49, 2.58)
C (1.05, -1.23, 2.78)
C (-3.36, -2.80, 0.33)
H (3.90, 0.83, 0.43)
C (-0.13, -0.42, -3.52)
O (-1.20, -0.99, 0.27)
H (3.67, 3.63, -3.63)
H (0.00, -0.49, -4.60)
H (-6.60, -3.78, 0.41)
H (-1.12, 5.22, 1.76)
H (0.83, -3.49, 4.35)
S (-0.07, 3.80, 0.14)

---

7.
Molecular formula: C4H14N4
Method: DFT, ωB97M-V/def2-TZVPD

M = 118.18 g/mol
Lowest unoccupied orbital energy = 0.9780 eV
F_max = 0.0089 hartree/bohr
SMILES = N/C=C/N.NCCN
HOMO-LUMO gap = 0.3288 Ha
Energy above the lowest of the compared OMol25 structures with the same formula, charge and spin = 120.9 kJ/mol

Cartesian coordinates (Å):
C (1.88, 1.42, 0.23)
H (2.32, 1.92, -1.72)
H (-2.65, -2.11, -0.91)
H (1.68, -0.46, 2.97)
H (-1.23, 0.55, -0.43)
C (1.62, 0.14, 1.00)
C (-1.60, -0.31, -0.98)
H (-1.42, 0.57, -2.81)
N (-2.38, -1.38, 1.05)
N (-1.42, -0.34, -2.39)
H (-2.57, -2.32, 1.36)
H (0.95, 1.06, -1.57)
H (1.03, 1.04, 2.76)
H (1.12, 2.17, 0.50)
N (1.90, 1.15, -1.21)
H (2.37, -0.60, 0.73)
H (-0.59, -0.83, -2.68)
C (-2.20, -1.30, -0.35)
H (2.85, 1.83, 0.53)
H (0.64, -0.25, 0.72)
N (1.73, 0.39, 2.44)
H (-1.58, -1.03, 1.57)

---

8.
Molecular formula: C50H43F5N5O2
Method: DFT, ωB97M-V/def2-TZVPD

M = 840.92 g/mol
Lowest unoccupied orbital energy = -4.7760 eV
F_max = 0.0558 hartree/bohr
HOMO-LUMO gap = 0.1371 Ha
Total charge = +1

Cartesian coordinates (Å):
C (-0.37, -0.06, 9.29)
H (-1.88, -6.85, -1.94)
C (-4.76, 1.63, -0.77)
C (-2.84, 7.08, -0.58)
H (-3.25, 8.02, -0.21)
C (-1.06, 3.50, -2.06)
H (-2.15, 3.90, 0.46)
H (-3.11, 6.04, 1.29)
H (2.10, 3.91, -7.05)
H (-1.22, 0.66, 0.51)
C (-0.61, -2.88, 0.10)
H (-1.63, -2.55, 0.32)
C (2.24, 3.24, -6.20)
C (3.36, 2.40, -6.10)
O (2.39, -0.91, 6.35)
C (0.37, -2.62, 1.04)
H (-2.47, 7.85, -2.58)
N (0.37, 2.36, -3.18)
C (-0.60, -1.85, 7.69)
C (-0.26, 1.44, -2.39)
H (2.83, -3.05, 1.73)
H (1.34, 0.65, 2.23)
H (0.94, -2.97, 5.13)
C (2.24, -1.23, 2.81)
F (-0.62, -2.31, 10.02)
H (-0.84, -2.74, 2.84)
H (-0.84, -0.58, 4.54)
C (0.55, -0.59, -6.18)
C (-0.53, -1.41, 5.19)
H (-3.24, -0.22, 1.67)
H (-2.67, -1.75, -1.48)
H (2.88, -2.61, -4.72)
H (0.21, -0.24, -7.16)
H (-1.24, -2.25, 5.07)
C (-1.97, -1.59, -2.31)
C (0.83, -1.94, 4.72)
H (2.17, -1.79, -6.97)
C (-2.76, 5.97, 0.27)
H (2.66, 0.90, -3.11)
H (3.90, -2.62, 3.08)
C (-0.13, -0.18, -5.03)
C (0.11, -2.41, 2.40)
C (3.50, 1.52, -5.02)
C (3.30, -2.22, 2.25)
H (2.91, 0.28, 1.43)
H (1.90, -1.53, -2.65)
C (-0.43, -3.94, -0.88)
C (2.55, 1.52, -4.00)
H (-1.51, 5.69, -3.41)
N (-1.21, 2.18, -1.66)
C (1.49, -1.36, -3.66)
C (0.67, -3.93, -1.76)
H (1.44, -3.17, -1.58)
C (0.39, -0.51, -3.77)
C (2.08, -1.88, -4.81)
C (-0.39, 0.40, 6.93)
H (-0.11, -6.60, -3.71)
F (-0.70, -3.18, 7.43)
H (-1.04, 0.43, -5.08)
N (-0.13, 3.62, -2.98)
C (3.90, 0.11, 4.17)
C (1.40, 2.30, -4.14)
C (-2.36, 1.69, -0.99)
N (2.69, -0.66, 4.07)
H (0.41, 3.88, -5.22)
F (-0.28, 1.30, 5.92)
H (-1.51, -2.53, -2.61)
C (-4.63, 0.81, 0.35)
C (1.27, 3.21, -5.20)
H (-5.75, 1.94, -1.13)
C (0.70, -4.78, -2.85)
C (2.04, -1.11, 5.19)
C (-2.22, 0.90, 0.14)
C (-0.21, 0.05, -2.55)
H (-5.52, 0.45, 0.88)
C (1.96, -0.14, 1.78)
H (3.96, -1.68, 1.56)
C (-1.75, 4.67, -1.53)
H (-2.45, -1.10, -3.16)
H (-3.71, 2.66, -2.36)
C (-1.35, -5.02, -0.96)
H (1.40, -2.67, 0.69)
C (-0.53, -1.42, 9.01)
H (4.34, 0.83, -4.97)
C (-0.52, -0.95, 6.62)
C (-0.20, -5.86, -2.92)
N (1.01, -1.92, 3.26)
H (3.91, 0.88, 3.39)
H (1.44, -4.62, -3.64)
C (-1.20, -5.99, -1.94)
C (-1.86, 5.79, -2.38)
C (-0.31, 0.86, 8.24)
H (-2.17, -5.05, -0.23)
C (-2.22, 4.77, -0.20)
C (-3.36, 0.43, 0.80)
H (4.12, 2.40, -6.88)
O (-0.93, -0.75, -1.74)
H (1.43, -0.55, 0.91)
C (-3.62, 2.05, -1.47)
F (-0.28, 0.36, 10.57)
C (-2.40, 6.99, -1.91)
H (4.79, -0.52, 4.04)
F (-0.15, 2.17, 8.50)
C (1.65, -1.45, -6.07)
H (3.93, 0.58, 5.16)

---

- Among the records above, which one has the lowest F_max?
  C6H10